1.
{"formula": "C40H63IrN7O2P", "method": "the ωB97M-V functional and the def2-TZVPD basis", "elements": ["Ir", "C", "N", "C", "C", "C", "C", "C", "C", "C", "N", "C", "C", "C", "C", "C", "C", "N", "C", "C", "H", "H", "H", "H", "H", "H", "H", "H", "H", "H", "H", "H", "H", "H", "H", "H", "H", "H", "H", "H", "O", "P", "C", "C", "C", "C", "C", "C", "C", "C", "C", "C", "C", "C", "C", "C", "C", "C", "C", "C", "H", "H", "H", "H", "H", "H", "H", "H", "H", "H", "H", "H", "H", "H", "H", "H", "H", "H", "H", "H", "H", "H", "H", "H", "H", "H", "H", "H", "H", "H", "H", "H", "H", "C", "C", "C", "C", "N", "C", "N", "N", "N", "H", "H", "H", "H", "H", "H", "H", "H", "H", "H", "O", "C"], "positions_angstrom": [[-1.595829, 0.377744, 1.336030], [-3.352673, 0.728200, 3.901851], [-2.165658, 1.309134, 3.184078], [-2.523463, 2.751934, 2.981442], [-1.014106, 1.122726, 4.092163], [-0.765882, 1.947490, 5.165909], [0.236404, 1.597342, 6.073226], [0.937912, 0.404400, 5.932405], [0.690268, -0.435346, 4.864076], [-0.244278, -0.051778, 3.887832], [-0.582044, -0.732381, 2.748425], [-0.379611, -2.039061, 2.371739], [0.665515, -2.895231, 2.735783], [0.667379, -4.191245, 2.257536], [-0.364517, -4.643836, 1.445050], [-1.416955, -3.802181, 1.077833], [-1.418261, -2.504010, 1.523677], [-2.568605, -1.584893, 1.348755], [-3.324719, -1.836874, 0.084701], [-3.518804, -1.941902, 2.452947], [-3.563858, 1.344297, 4.775264], [-4.214594, 0.744099, 3.239382], [-3.126733, -0.273827, 4.237063], [-2.823275, 3.197076, 3.926988], [-1.697839, 3.313447, 2.560471], [-3.377621, 2.806131, 2.312622], [-1.348739, 2.840006, 5.345588], [0.434513, 2.242275, 6.918876], [1.674640, 0.124222, 6.672874], [1.211411, -1.375729, 4.789743], [1.497066, -2.536620, 3.321597], [1.481373, -4.855492, 2.514571], [-0.363660, -5.668516, 1.097576], [-2.223266, -4.200427, 0.479520], [-3.769309, -2.829814, 0.106448], [-4.136369, -1.113730, 0.023243], [-2.658844, -1.733116, -0.757126], [-3.907936, -2.939925, 2.253554], [-2.998474, -1.968485, 3.404351], [-4.348135, -1.242436, 2.467894], [-0.877124, -0.375436, -0.490119], [-0.045629, -0.280405, -1.819423], [-0.546799, -1.679112, -2.862451], [-0.144211, -3.029839, -2.260268], [-0.294411, -4.142176, -3.305125], [-1.544429, -3.944256, -4.180412], [-2.586776, -3.094933, -3.462022], [-2.055822, -1.674038, -3.228633], [1.746382, -0.380321, -1.448646], [2.015449, -1.010305, -0.080909], [3.486999, -0.852854, 0.306840], [4.449029, -1.223577, -0.841526], [3.714358, -1.937965, -1.968034], [2.612601, -1.054893, -2.557393], [-0.229747, 1.247424, -2.805553], [-1.658206, 1.795993, -2.933098], [-1.656195, 2.924152, -3.964159], [-1.373941, 2.386212, -5.376163], [-0.501168, 1.123205, -5.358512], [0.480644, 1.130485, -4.190198], [0.032251, -1.544941, -3.780572], [-0.788406, -3.224804, -1.405630], [0.880282, -3.013357, -1.881217], [-0.340032, -5.105665, -2.793216], [0.599903, -4.171771, -3.930460], [-1.965741, -4.910036, -4.454905], [-1.278445, -3.453875, -5.120527], [-2.860473, -3.571639, -2.513703], [-3.503095, -3.036164, -4.048959], [-2.647760, -1.170340, -2.461915], [-2.203073, -1.095048, -4.137338], [2.043235, 0.673135, -1.377725], [1.735851, -2.065225, -0.101092], [1.388469, -0.536930, 0.675370], [3.692935, -1.465044, 1.188556], [3.654212, 0.181383, 0.609198], [5.259820, -1.848178, -0.469193], [4.920521, -0.322874, -1.242413], [3.291269, -2.878430, -1.601156], [4.409865, -2.208614, -2.762118], [2.008997, -1.656391, -3.235931], [3.070641, -0.273167, -3.164801], [0.336027, 1.979352, -2.231933], [-1.983785, 2.174536, -1.963044], [-2.365911, 1.023103, -3.240964], [-0.888519, 3.649359, -3.677357], [-2.606649, 3.456639, -3.946228], [-0.885768, 3.164398, -5.963357], [-2.312952, 2.165707, -5.885248], [0.053652, 1.040010, -6.292809], [-1.127311, 0.231936, -5.308480], [1.137213, 1.996996, -4.291870], [1.140294, 0.263995, -4.243809], [3.828599, 2.992907, 2.679492], [3.628261, 4.174169, 1.733762], [4.173826, 3.895569, 0.337656], [2.168293, 4.629150, 1.696558], [1.236457, 3.548014, 1.302037], [0.595946, 2.670613, 2.056567], [-0.101897, 1.876877, 1.251805], [0.162332, 2.294624, -0.006284], [0.957438, 3.285160, 0.018394], [4.890177, 2.777771, 2.791667], [3.362108, 2.081236, 2.289337], [3.431104, 3.193807, 3.678304], [4.161214, 5.035676, 2.144920], [3.625800, 3.091632, -0.156487], [5.218777, 3.593273, 0.397205], [4.117824, 4.778341, -0.299404], [2.011717, 5.428510, 0.974768], [1.832752, 4.971078, 2.675202], [0.676125, 2.625944, 3.127994], [-3.701938, 1.892981, -0.235979], [-2.865856, 1.333585, 0.267180]], "atomic_forces_ev_per_a": [[0.335, -0.543, 0.777], [0.009, 0.102, 0.036], [-0.177, -0.027, 0.030], [0.042, 0.021, -0.026], [0.124, -0.050, -0.021], [-0.043, -0.086, 0.061], [-0.012, 0.023, 0.016], [0.002, -0.011, 0.025], [-0.030, 0.046, -0.064], [-0.240, -0.018, 0.199], [0.665, 0.162, -0.675], [-0.387, 0.113, -0.013], [0.021, -0.036, -0.055], [0.089, 0.039, 0.039], [-0.070, -0.046, -0.059], [-0.007, -0.014, 0.056], [0.142, 0.035, -0.051], [-0.148, 0.118, 0.003], [0.043, 0.013, 0.037], [-0.036, -0.061, -0.026], [0.008, 0.006, 0.001], [0.009, 0.001, 0.007], [-0.004, 0.052, 0.013], [0.019, 0.010, 0.002], [-0.026, -0.020, -0.003], [-0.026, -0.020, 0.011], [-0.001, 0.005, 0.003], [0.000, 0.005, -0.005], [-0.001, -0.003, -0.001], [0.049, 0.087, 0.018], [0.003, -0.047, -0.042], [-0.008, 0.002, 0.000], [0.006, 0.010, -0.014], [-0.004, 0.009, -0.052], [0.007, -0.002, -0.012], [0.007, 0.007, 0.008], [0.036, -0.029, 0.027], [0.028, -0.013, 0.015], [-0.009, 0.003, -0.026], [-0.006, -0.023, -0.022], [0.082, -0.194, 0.025], [0.022, 0.094, -0.147], [-0.050, -0.021, 0.139], [0.092, -0.004, -0.020], [-0.005, -0.010, 0.013], [-0.013, -0.015, -0.006], [-0.003, 0.008, -0.015], [0.032, -0.014, 0.003], [-0.046, 0.022, -0.012], [0.007, -0.050, 0.075], [0.016, -0.068, -0.003], [0.012, 0.005, -0.001], [-0.004, -0.002, 0.013], [0.017, 0.004, -0.014], [0.006, -0.049, 0.114], [0.049, -0.009, -0.034], [0.007, -0.026, -0.008], [0.002, 0.015, -0.009], [0.008, 0.023, 0.030], [0.028, 0.012, -0.004], [-0.042, 0.048, -0.046], [-0.063, -0.044, 0.151], [-0.051, -0.019, -0.005], [0.007, 0.019, 0.006], [-0.003, -0.008, -0.010], [0.004, 0.005, -0.021], [0.006, 0.020, 0.011], [0.023, 0.002, 0.012], [-0.021, -0.010, 0.021], [0.001, 0.053, -0.107], [0.029, 0.035, -0.066], [0.006, 0.010, -0.011], [-0.024, -0.056, 0.043], [-0.066, 0.022, 0.100], [-0.030, -0.005, -0.016], [0.048, 0.127, 0.044], [0.005, 0.015, 0.003], [-0.023, 0.001, -0.010], [0.005, -0.003, -0.004], [-0.007, -0.008, -0.007], [0.024, 0.019, -0.010], [0.006, -0.004, 0.006], [-0.032, -0.007, -0.033], [0.051, 0.014, -0.074], [-0.017, -0.013, 0.017], [-0.009, 0.010, 0.011], [-0.002, 0.005, 0.003], [0.000, -0.001, -0.001], [-0.001, 0.000, 0.005], [0.006, -0.010, 0.006], [-0.056, -0.067, 0.026], [0.004, 0.002, 0.007], [-0.018, -0.004, -0.016], [-0.004, 0.009, -0.012], [-0.025, -0.045, -0.013], [0.046, 0.013, 0.024], [0.002, 0.016, 0.028], [0.126, -0.132, -0.084], [0.100, -0.185, 0.106], [-0.254, 0.259, -0.278], [-0.131, 0.189, 0.051], [-0.004, -0.013, 0.014], [-0.003, 0.000, -0.002], [-0.006, 0.000, -0.007], [-0.002, 0.007, -0.006], [-0.002, 0.006, 0.009], [-0.029, -0.094, -0.021], [-0.004, 0.010, -0.002], [-0.012, 0.002, 0.006], [-0.009, -0.006, -0.011], [-0.006, -0.006, 0.006], [-0.059, 0.014, 0.004], [0.017, -0.140, 0.008], [-0.164, 0.403, -0.209]], "s_squared": 0.793, "homo_lumo_gap_ev": [8.30, 5.87], "total_charge": 3, "multiplicity": 2}

---

2.
{"formula": "C2H5NO", "method": "the ωB97M-V functional and the def2-TZVPD basis", "elements": ["C", "C", "N", "O", "H", "H", "H", "H", "H"], "positions_angstrom": [[-1.318703, 0.744904, 0.160624], [0.337334, -0.919060, 0.250849], [-0.953768, -0.451198, 0.142311], [1.659721, 0.411172, 0.124889], [-2.452195, 0.964912, 0.206716], [-0.482802, 1.564493, 0.239565], [0.716199, -1.315992, -0.679896], [0.358331, -1.635351, 1.132647], [1.407668, 0.522280, -0.766304]], "atomic_forces_ev_per_a": [[0.052, 1.830, 0.589], [1.700, 1.148, -0.162], [-0.247, -0.261, 0.161], [-2.310, -2.689, 2.533], [2.026, -0.131, -0.372], [-1.858, -1.191, -0.088], [-0.257, -0.686, 0.096], [0.921, 1.381, -0.916], [-0.026, 0.599, -1.841]], "homo_lumo_gap_ev": 10.79}

---

3.
{"formula": "C3H4O3S", "method": "the ωB97M-V functional and the def2-TZVPD basis", "elements": ["C", "C", "C", "O", "O", "O", "S", "H", "H", "H", "H"], "positions_angstrom": [[0.553301, -0.302059, -0.342876], [-0.556254, -0.269767, 0.665010], [-0.217325, 0.885733, 0.125935], [-2.153823, -1.408168, -0.934537], [-1.717348, 0.781222, -1.913533], [-3.035711, 0.596533, 0.147422], [-2.155899, 0.010067, -0.799152], [1.575823, -0.427113, -0.009359], [0.339274, -0.707640, -1.322696], [-1.045598, -0.828223, 1.426793], [-0.348120, 1.938233, 0.062918]], "atomic_forces_ev_per_a": [[0.387, -0.046, 0.101], [1.241, 0.464, -0.084], [0.431, -0.887, 0.399], [0.043, -0.241, -0.140], [0.052, 0.135, -0.203], [-0.466, 0.309, 0.187], [-1.397, -0.145, -0.576], [0.047, 0.055, 0.102], [0.069, -0.041, -0.106], [-0.291, -0.090, 0.305], [-0.114, 0.486, 0.015]], "homo_lumo_gap_ev": 10.89}

---

Energy above the lowest of the compared OMol25 structures with the same formula, charge and spin values (in kcal/mol) by entry order: 6.6 83.8 119.1.
Strongest force on any atom values (in Eh/bohr) by entry order: 0.0195 0.0847 0.0295.
E values (in eV) by entry order: -69133.42038 -5689.59347 -20149.21133.